*i*
H4OP2S | wB97M-V/def2-TZVPD

The value obtained for the HOMO-LUMO gap (spin up / spin down) is 8.60 / 4.31 eV. For the HOMO energy (spin up / spin down), the calculation gives -9.10 / -8.17 eV.

Each line ends with the Mulliken charge.
Cartesian coordinates (Å):
O: 0.1841 -0.4329 -0.0946  -0.519
P: 1.4967 1.4033 -2.2807  -0.025
P: -0.5610 -0.6500 1.2341  0.391
S: -1.0641 -2.4808 1.8374  -0.059
H: 0.6797 1.6873 -1.2028  0.011
H: 0.8939 0.4866 -3.0490  0.023
H: 0.0549 -0.1222 2.3212  0.088
H: -1.6841 0.1088 1.2344  0.091

***

*ii*
H4OP2S | wB97M-V/def2-TZVPD

The value obtained for the HOMO-LUMO gap is 8.19 eV. For the HOMO energy, the calculation gives -8.98 eV.

Each line ends with the Mulliken charge.
Cartesian coordinates (Å):
O: -0.0067 1.6415 0.8001  -0.478
P: -1.3332 -0.8529 -0.5651  -0.125
P: 0.5138 0.1721 0.1227  0.269
S: 1.8188 0.4151 -1.2961  -0.347
H: -0.2455 2.3835 0.2085  0.324
H: -0.9719 -1.8807 0.5277  0.117
H: -0.7111 -1.4859 -1.7561  0.129
H: 0.9358 -0.3928 1.9583  0.112

***

Quick look at relative energies in kJ/mol: *i* 175.9; *ii* 0.0.

***

*i*
C5H5NO2 | wB97M-V/def2-TZVPD

Its structure (SMILES) is C=C(C#N)[C@H](O)C=O. The value obtained for the HOMO-LUMO gap is 9.44 eV. For the HOMO energy, the calculation gives -10.07 eV.

Each line ends with the Mulliken charge.
Cartesian coordinates (Å):
C: -1.4228 -0.8528 -0.9852  -0.981
C: -0.6478 -0.5018 0.0911  0.345
C: -0.5606 -0.8762 1.3874  0.247
N: -0.4554 -1.1467 2.5476  -0.494
C: 0.2013 0.6703 0.0683  0.453
O: 0.5070 0.9607 -1.4073  -0.571
C: 1.5625 0.1181 0.5865  -0.166
O: 2.1807 0.7105 1.5495  -0.491
H: -1.2759 -0.3827 -1.9003  0.366
H: -2.3172 -1.5972 -1.0635  0.256
H: -0.2579 1.6322 0.4710  0.324
H: 0.3911 2.0002 -1.4468  0.353
H: 2.0950 -0.7347 0.1016  0.360

***

*ii*
C5H5NO2 | wB97M-V/def2-TZVPD

The value obtained for the HOMO-LUMO gap is 9.70 eV. For the HOMO energy, the calculation gives -8.73 eV.

Each line ends with the Mulliken charge.
Cartesian coordinates (Å):
C: -1.0663 -0.6180 0.4142  -0.568
C: 0.1848 0.3459 0.2357  0.569
C: 1.0766 0.8349 1.0719  -0.240
C: 1.8838 1.7290 0.4173  -0.143
C: 1.3374 1.6327 -0.8771  -0.289
H: -2.3010 -3.2627 -0.3156  0.317
H: -1.8421 -0.8201 1.0436  0.565
H: 1.3885 0.4405 2.2675  0.171
H: 2.5865 2.5738 0.9230  0.268
H: 1.7108 2.3859 -1.9448  0.239
N: -1.0089 -1.7280 -0.3348  -0.249
O: -2.1309 -2.4586 0.0469  -0.406
O: 0.2587 0.8626 -0.9472  -0.236

***

Quick look at relative energies in kJ/mol: *i* 0.0; *ii* 229.6.

***

*i*
C5H5NO2 | wB97M-V/def2-TZVPD

Its structure (SMILES) is C=C(C#N)C(=O)OC. The value obtained for the HOMO-LUMO gap is 10.32 eV. For the HOMO energy, the calculation gives -10.90 eV.

Each line ends with the Mulliken charge.
Cartesian coordinates (Å):
C: 1.1684 1.9102 0.1012  -0.628
C: 0.6864 0.7367 -0.1234  0.480
C: 1.5482 -0.4447 -0.3376  0.053
N: 2.1293 -1.3704 -0.5235  -0.379
C: -0.8223 0.6750 -0.3650  0.581
O: -1.5173 1.6717 -0.4163  -0.499
O: -1.3636 -0.6818 -0.7101  -0.353
C: -1.2336 -1.6598 0.2571  -0.959
H: 2.4560 1.9520 0.0842  0.240
H: 0.3831 2.7059 0.2399  0.339
H: -2.0476 -2.0575 0.2694  0.468
H: -1.1923 -1.2677 1.2628  0.399
H: -0.1947 -2.1697 0.2612  0.256

***

*ii*
C5H5NO2 | wB97M-V/def2-TZVPD

The value obtained for the HOMO-LUMO gap is 8.36 eV. For the HOMO energy, the calculation gives -9.60 eV.

Each line ends with the Mulliken charge.
Cartesian coordinates (Å):
C: 1.5973 0.3111 -0.0748  -0.118
C: 0.0946 0.2432 0.0436  0.324
C: -0.4754 -0.9449 0.0470  -0.487
C: -1.8873 -0.5112 -0.0472  0.600
C: -1.8597 1.0601 -0.2274  -0.228
H: 2.9212 -0.9537 0.8645  0.385
H: 1.8651 0.7307 1.0406  0.244
H: 2.0188 0.9767 -0.9403  0.201
H: -0.0686 -1.9642 -0.1888  0.360
H: -2.7874 1.7265 -0.3761  0.328
N: -0.5752 1.4527 0.1180  -0.494
O: 2.0640 -0.9361 -0.2644  -0.568
O: -2.9074 -1.1910 0.0054  -0.547

***

Quick look at relative energies in kJ/mol: *i* 0.0; *ii* 173.4.

***

*i*
C5H5NO2 | wB97M-V/def2-TZVPD

The value obtained for the HOMO-LUMO gap (spin up / spin down) is 7.25 / 7.25 eV. For the HOMO energy (spin up / spin down), the calculation gives -7.76 / -7.76 eV.

Each line ends with the Mulliken charge.
Cartesian coordinates (Å):
C: 2.4333 0.6534 0.5595  -0.614
C: 1.3364 0.2557 0.8995  0.168
C: -0.7162 1.5712 -0.5820  0.681
C: -0.7917 -0.9265 0.6923  -0.530
C: -0.7719 -0.7243 -0.8990  -0.630
N: 0.0401 0.0482 1.2584  -0.635
O: -0.5991 2.7269 -0.4654  -0.314
O: -1.0262 0.6111 -1.3060  -0.206
H: 3.4647 0.9066 0.5269  0.447
H: -1.7210 -0.8929 1.0526  0.434
H: -0.4374 -1.9154 0.7537  0.382
H: 0.2291 -0.8887 -1.0593  0.454
H: -1.4401 -1.4255 -1.4312  0.364

***

*ii*
C5H5NO2 | wB97M-V/def2-TZVPD

Its structure (SMILES) is O=C1C=NC(CO)=C1. The value obtained for the HOMO-LUMO gap is 8.45 eV. For the HOMO energy, the calculation gives -9.53 eV.

Each line ends with the Mulliken charge.
Cartesian coordinates (Å):
O: -0.8799 2.3109 1.7466  -0.561
C: -0.3868 1.4247 0.9955  0.483
C: 1.3167 1.2834 1.2064  -0.166
N: 1.4550 0.0068 0.8334  -0.479
C: 0.3209 -0.3281 0.0124  0.581
C: 0.3361 -1.4218 -1.0425  -0.456
O: -0.9884 -1.2023 -1.9159  -0.546
C: -0.8663 0.3497 0.1681  -0.538
H: 1.9227 1.9587 1.8043  0.348
H: 0.2774 -2.3950 -0.4324  0.225
H: 0.9457 -1.2592 -1.8014  0.383
H: -1.7559 -1.3140 -1.1356  0.336
H: -1.6973 0.5860 -0.4388  0.390

***

*iii*
C5H5NO2 | wB97M-V/def2-TZVPD

The value obtained for the HOMO-LUMO gap is 10.03 eV. For the HOMO energy, the calculation gives -9.49 eV.

Each line ends with the Mulliken charge.
Cartesian coordinates (Å):
C: 2.3148 -0.9873 0.0960  -0.820
C: 1.1136 -0.1402 -0.0707  0.153
C: -0.7627 0.5379 0.0829  0.181
C: -1.6575 -1.3215 -0.0545  -0.292
C: -0.1645 -0.6305 -0.1669  0.456
H: 3.3742 -0.6876 -0.6530  0.262
H: 1.8501 -1.9754 -0.2976  0.272
H: 2.6288 -0.9390 1.2742  0.225
H: -1.8325 -2.0631 0.7710  0.310
H: -1.7059 -1.3543 -1.1125  0.321
N: -0.1308 1.6746 -0.0792  -0.577
O: 1.1531 1.1352 0.0159  -0.093
O: -2.2108 0.1831 0.1407  -0.396

***

Quick look at relative energies in kJ/mol: *i* 105.9; *ii* 0.0; *iii* 212.5.

***

*i*
C2H9N2S | wB97M-V/def2-TZVPD

The value obtained for the HOMO-LUMO gap is 10.73 eV. For the HOMO energy, the calculation gives -14.12 eV. As for the net charge: +1.

Each line ends with the Mulliken charge.
Cartesian coordinates (Å):
C: 0.2598 -0.5120 -2.0593  -0.664
N: 0.0599 -0.3886 -0.6311  0.005
C: 0.7305 -0.8629 0.3680  0.313
N: 0.2985 -0.7878 1.6151  -0.221
H: 0.5243 0.4914 -2.4661  0.309
H: -0.6804 -0.8900 -2.5603  0.283
H: 1.1882 -1.2670 -2.2103  0.246
H: -0.7313 0.1906 -0.3994  0.078
H: 1.6181 -1.4781 0.1766  0.286
H: -0.4340 -0.1501 1.8362  0.117
H: 0.8449 -1.2355 2.3244  0.251
S: -1.6160 2.1614 0.8588  -0.433
H: -1.6836 2.0292 2.1627  0.192
H: -0.3788 2.6994 0.9847  0.240

***

*ii*
C2H9N2S | wB97M-V/def2-TZVPD

The value obtained for the HOMO-LUMO gap is 10.17 eV. For the HOMO energy, the calculation gives -14.32 eV. As for the net charge: +1.

Each line ends with the Mulliken charge.
Cartesian coordinates (Å):
C: 1.8733 -1.9617 -0.6498  -0.904
C: 0.6326 0.3808 0.1699  0.216
N: -2.3034 0.8852 0.2609  -0.853
N: 0.1901 1.6023 0.4853  -0.287
S: 2.1234 -0.0816 -0.4003  0.052
H: 1.8596 -2.1236 0.3567  0.399
H: 2.8077 -2.0087 -1.0968  0.350
H: 1.0541 -2.1972 -1.3041  0.343
H: -0.1307 -0.4540 0.4217  0.137
H: -2.6722 0.8514 -0.6844  0.260
H: -3.0887 1.1833 0.9322  0.300
H: -0.8803 1.5239 0.6725  0.443
H: -2.1980 -0.0640 0.5756  0.295
H: 0.7326 2.4640 0.2607  0.250

***

Quick look at relative energies in kJ/mol: *i* 0.0; *ii* 88.0.

***

*i*
CH6N2O | wB97M-V/def2-TZVPD

Its structure (SMILES) is [H]/N=C\N.O. The value obtained for the HOMO-LUMO gap is 8.89 eV. For the HOMO energy, the calculation gives -8.18 eV.

Each line ends with the Mulliken charge.
Cartesian coordinates (Å):
H: -1.4840 -0.2663 2.1725  0.243
N: -0.5523 0.0042 1.8776  -0.596
C: 0.1434 -0.8188 1.1738  0.020
N: -0.1275 -1.0149 -0.1872  -0.545
H: 1.1261 -1.2255 1.4464  0.337
H: 0.4984 -0.5885 -0.8550  0.297
H: -1.1165 -0.8597 -0.3230  0.252
O: 0.5456 1.3805 -2.1161  -0.638
H: 0.6112 1.9236 -2.9019  0.308
H: 0.2704 1.9320 -1.3777  0.323

***

*ii*
CH6N2O | wB97M-V/def2-TZVPD

Its structure (SMILES) is [H]/N=C/N.O. The value obtained for the HOMO-LUMO gap is 10.13 eV. For the HOMO energy, the calculation gives -9.37 eV.

Each line ends with the Mulliken charge.
Cartesian coordinates (Å):
H: -2.2805 1.4223 1.6669  0.251
N: -1.3013 1.5924 1.6191  -0.634
C: -0.8433 1.2400 0.4762  0.135
N: 0.4366 0.8303 0.1947  -0.467
H: -1.4888 1.1839 -0.4291  0.271
H: 0.8603 1.2437 -0.6441  0.226
H: 1.1592 0.4457 0.7803  0.228
O: 1.2566 -2.4494 -1.5185  -0.655
H: 1.3812 -3.4187 -1.4250  0.327
H: 0.8199 -2.0902 -0.7207  0.319

***

*iii*
CH6N2O | wB97M-V/def2-TZVPD

The value obtained for the HOMO-LUMO gap is 7.07 eV. For the HOMO energy, the calculation gives -6.81 eV.

Each line ends with the Mulliken charge.
Cartesian coordinates (Å):
C: -2.0543 -0.5195 -0.0656  -0.031
N: 1.3159 0.5881 -0.1730  -0.229
N: 1.6353 -0.7792 0.2236  -0.715
O: -1.5700 0.5239 0.4169  -0.509
H: -3.0103 -0.9576 0.2882  0.262
H: -1.5221 -0.9237 -1.0017  0.185
H: 1.5278 0.4627 -1.2030  0.350
H: 1.6852 1.5078 0.2984  0.344
H: 1.7447 -0.7546 1.2635  0.070
H: 0.2478 0.8521 -0.0474  0.273

***

*iv*
CH6N2O | wB97M-V/def2-TZVPD

Its structure (SMILES) is N=O.CN. The value obtained for the HOMO-LUMO gap is 8.73 eV. For the HOMO energy, the calculation gives -7.89 eV.

Each line ends with the Mulliken charge.
Cartesian coordinates (Å):
N: -2.2591 0.0287 0.4900  0.072
O: -2.4847 -0.0590 -0.7347  -0.412
H: -2.3775 -0.8928 1.0796  0.169
C: 0.5368 0.1062 -0.4278  -0.608
N: -0.2684 -0.1338 0.8440  -0.586
H: 0.7450 1.1664 -0.6640  0.265
H: 1.5843 -0.4442 -0.3173  0.236
H: -0.0692 -0.4459 -1.1866  0.265
H: -0.1738 0.6045 1.7088  0.294
H: -0.1772 -1.1026 1.1235  0.305

***

Quick look at relative energies in kJ/mol: *i* 104.1; *ii* 0.0; *iii* 349.2; *iv* 340.4.